No. 1
Computed, not measured: a structure of composition C27H41As3ClGaN2O5S2 at a distorted geometry, with ωB97M-V/def2-TZVPD.

Output
- Energy relative to the best compared isomer or geometry (same formula, charge and spin): 0.8223 eV
- Strongest force on any atom: 0.0603 hartree/bohr

The geometry in ORCA input format:
```
! RIJCOSX wB97M-V def2-TZVPD def2/J DEFGRID3
* xyz 0 1
Ga -0.3901 -0.3101 1.1397
C 2.1149 2.7225 3.1389
C 1.0990 2.0614 2.1422
N 1.0441 0.7473 1.9942
N 1.7952 -0.0686 2.8326
C 1.0600 -0.9321 3.4381
S -0.6856 -1.0889 3.3333
S 1.7451 -2.1209 4.4050
C 3.5088 -1.7868 4.1233
C 4.2204 -0.6473 4.9035
C 3.7889 -0.3450 6.1929
C 4.3253 0.7933 6.8552
C 5.3849 1.4679 6.3460
C 5.8195 1.1604 5.0715
C 5.3048 0.0663 4.4054
C 0.2148 2.8640 1.2686
C 0.6205 4.1921 0.9850
C -0.1424 5.0534 0.2113
C -1.4371 4.6553 -0.1361
C -1.8785 3.3853 0.1403
C -1.0517 2.4656 0.7875
O -1.5338 1.2335 0.9449
H 2.3209 1.9831 3.8821
H 3.0291 2.8709 2.5919
H 1.5704 3.5917 3.5164
H 4.0652 -2.7367 4.4598
H 3.6439 -1.5580 3.0868
H 2.8734 -0.8137 6.5812
H 3.8210 1.0576 7.7950
H 5.6502 2.3940 6.8725
H 6.5688 1.8130 4.6560
H 5.5653 -0.0982 3.3380
H 1.6082 4.4573 1.3080
H 0.2612 6.0060 0.0312
H -2.1602 5.3410 -0.5929
H -2.8674 3.0067 -0.2203
C 1.4784 2.0459 -2.2827
As 0.3677 0.4961 -1.7409
C 1.4452 -0.7369 -2.8250
C -1.3335 0.8192 -2.8399
C -2.5071 -0.1168 -2.8454
C -3.5426 0.5753 -3.8325
C -3.2952 -0.3394 -1.5434
As -2.5021 -1.3621 -0.0448
C -3.0190 -3.1970 -0.4451
C -3.8375 -0.9233 1.3758
C -2.0891 -1.4818 -3.4064
As -1.5822 -1.4837 -5.2982
C -3.2604 -2.2257 -6.0502
C -0.6259 -3.1662 -5.4276
H 1.4950 2.2165 -3.3798
H 2.5271 1.7873 -2.0392
H 1.2667 2.9500 -1.6423
H 1.0775 -0.5790 -3.8346
H 1.4433 -1.7203 -2.4444
H 2.4264 -0.3137 -2.7273
H -0.9490 0.9545 -3.8184
H -1.6721 1.8289 -2.5235
H -3.7769 1.5806 -3.5004
H -4.5355 0.0917 -3.8751
H -3.1679 0.5975 -4.9063
H -4.1261 -0.9442 -1.9434
H -3.6636 0.5966 -1.0815
H -3.9966 -3.3219 -0.1576
H -2.3685 -3.9009 0.0370
H -2.8067 -3.2137 -1.4948
H -4.8304 -1.2283 1.2055
H -3.8887 0.1084 1.7467
H -3.3719 -1.5369 2.1974
H -2.9648 -2.1652 -3.2734
H -1.2128 -1.9256 -2.8189
H -3.9431 -1.3833 -6.2624
H -3.8551 -2.8716 -5.3620
H -3.1771 -2.6820 -6.9863
H 0.2861 -3.1109 -4.7245
H -0.4335 -3.4268 -6.4758
H -1.3579 -3.9194 -5.0437
O 0.0393 -2.9813 -1.2090
Cl 0.5908 -3.2974 0.0987
O 1.9038 -3.8810 -0.0222
O -0.3155 -4.1038 0.8449
O 0.7842 -1.9916 0.7943
*
```


No. 2
Computed, not measured: a structure of composition C27H41B3F4O22 at a distorted geometry, with ωB97M-V/def2-TZVPD.

Output
- Strongest force on any atom: 0.0234 hartree/bohr
- Electronic energy: -86619.548 eV

The geometry in ORCA input format:
```
! RIJCOSX wB97M-V def2-TZVPD def2/J DEFGRID3
* xyz 0 1
O 4.9613 -8.2630 7.4393
C 4.7598 -7.2424 6.4891
C 3.7123 -7.6861 5.4534
B 2.3255 -6.9858 5.6535
O 1.1654 -7.7204 5.7685
B 0.0097 -6.9662 5.6400
O 0.0335 -5.7283 6.2566
B 1.0688 -5.0184 5.6869
F 0.8358 -3.8503 5.1247
O 2.3156 -5.5921 5.6786
C 6.0988 -6.9716 5.8222
F 5.9199 -6.1697 4.7385
F 6.9669 -6.3365 6.6465
F 6.6792 -8.1217 5.4118
H 4.4370 -8.0777 8.2139
H 4.4781 -6.3286 7.0039
H 3.6419 -8.7624 5.5139
H 4.0143 -7.4378 4.4403
H -0.8903 -7.3060 4.9512
C 6.4705 -1.6428 4.2125
C 5.2661 -1.9848 3.3736
C 5.3166 -3.3310 2.6890
O 4.4892 -3.1129 1.5399
C 4.5385 -1.7900 1.2399
O 4.0816 -1.3179 0.2561
O 5.1464 -1.1026 2.2377
H 6.4982 -2.2613 5.1090
H 7.3916 -1.7980 3.6499
H 6.4427 -0.5954 4.5098
H 4.3510 -1.8833 3.9650
H 4.9191 -4.1424 3.2936
H 6.3223 -3.5907 2.3513
C 0.9105 -1.1222 1.6072
C 0.3196 -2.4071 2.1252
C 1.1965 -3.6253 1.9551
O 0.2291 -4.6869 1.8873
C -0.9220 -4.1568 1.4005
O -1.8580 -4.7938 1.0498
O -0.8468 -2.8062 1.3730
H 1.7371 -0.8021 2.2417
H 1.2829 -1.2453 0.5899
H 0.1695 -0.3299 1.5828
H 0.0116 -2.2911 3.1688
H 1.8778 -3.7871 2.7861
H 1.7612 -3.6063 1.0208
C -4.0937 1.7930 -0.3073
C -3.2414 1.8513 0.9306
C -3.1028 3.2315 1.5236
O -1.8223 3.1515 2.1794
C -1.0908 2.2210 1.5212
O 0.0725 2.0400 1.6827
O -1.8606 1.5338 0.6501
H -5.1417 1.9583 -0.0626
H -3.7821 2.5532 -1.0238
H -3.9965 0.8257 -0.7995
H -3.5958 1.1333 1.6753
H -3.8860 3.4726 2.2370
H -3.0547 4.0173 0.7660
C -3.6646 5.5960 -5.7744
C -3.9276 4.8117 -4.5156
C -5.3635 4.4145 -4.2832
O -5.4245 4.3397 -2.8403
C -4.4820 5.1850 -2.3579
O -4.3810 5.5091 -1.2174
O -3.6734 5.6146 -3.3445
H -3.7782 4.9554 -6.6473
H -4.3557 6.4361 -5.8586
H -2.6545 6.0047 -5.7630
H -3.2699 3.9390 -4.4697
H -5.6209 3.4625 -4.7371
H -6.0681 5.1812 -4.6154
C -3.3024 2.1703 -10.7074
C -3.9547 1.5273 -9.5107
C -5.3988 1.1210 -9.6969
O -5.9082 1.2043 -8.3559
C -5.1659 2.1162 -7.6960
O -5.4340 2.5610 -6.6265
O -4.0768 2.4605 -8.4160
H -3.1408 1.4341 -11.4938
H -3.9222 2.9763 -11.1017
H -2.3420 2.6030 -10.4312
H -3.3554 0.6838 -9.1585
H -5.5216 0.1151 -10.0885
H -5.9541 1.8249 -10.3204
C 2.2628 5.7127 0.8022
C 1.0401 6.2294 0.0881
C 0.0987 5.1671 -0.4255
O -0.5157 5.8236 -1.5441
C 0.3625 6.7430 -2.0106
O 0.2506 7.3258 -3.0358
O 1.3921 6.8973 -1.1397
H 1.9876 5.2825 1.7644
H 2.7649 4.9486 0.2082
H 2.9760 6.5195 0.9677
H 0.5087 6.9492 0.7171
H -0.6498 4.8702 0.3052
H 0.6222 4.2802 -0.7900
*
```


No. 3
Computed, not measured: a structure of composition C27H41BaN2O11P3S at a distorted geometry, with ωB97M-V/def2-TZVPD.

Output
- Energy relative to the best compared isomer or geometry (same formula, charge and spin): 3.7419 eV
- Strongest force on any atom: 0.0830 hartree/bohr

The geometry in ORCA input format:
```
! RIJCOSX wB97M-V def2-TZVPD def2/J DEFGRID3
* xyz -2 1
Ba 0.1972 0.0905 -0.0654
C -1.7808 2.6740 1.5153
P -2.3364 1.5952 0.1548
C -3.2109 2.8644 -0.8742
C -3.8130 0.8721 1.0308
C -4.6483 -0.0553 0.1562
P -3.6179 -1.4845 -0.4739
C -5.0028 -2.7506 -0.4833
C -3.6342 -1.0924 -2.2793
H -2.6181 3.1385 2.0399
H -1.1188 3.4355 1.1114
H -1.1923 2.0546 2.1873
H -3.9144 3.4490 -0.2814
H -3.7232 2.3900 -1.7048
H -2.4514 3.5207 -1.2876
H -4.4466 1.6772 1.4298
H -3.3995 0.3093 1.8731
H -5.0684 0.4928 -0.6941
H -5.4813 -0.4573 0.7481
H -5.8981 -2.3962 -0.9944
H -5.2553 -3.0012 0.5450
H -4.6486 -3.6537 -0.9750
H -4.6318 -0.8288 -2.6368
H -3.2750 -1.9654 -2.8226
H -2.9346 -0.2744 -2.4573
O 0.8102 -1.1943 3.6996
S 0.6966 -0.6992 2.3414
O 0.5764 0.7664 2.2742
O -0.5098 -1.2414 1.6338
O 1.8862 -1.0738 1.4988
O -1.3978 1.2070 -3.0137
C -0.2016 1.2177 -2.7234
O 0.4577 0.2729 -2.2426
C 0.5676 2.5225 -2.9027
C 1.0009 3.0387 -4.0765
C 1.6876 4.2845 -4.1074
C 1.8276 5.0224 -2.9383
C 1.3376 4.5347 -1.7452
C 0.7666 3.2006 -1.6391
O 0.4756 2.6717 -0.5617
N 1.3955 5.3626 -0.6034
O 2.2631 6.2305 -0.5582
O 0.5641 5.2168 0.2767
N 2.1645 4.8055 -5.3100
O 1.9920 4.1671 -6.3487
O 2.7508 5.8907 -5.3059
H 0.8348 2.5251 -5.0118
H 2.2809 6.0053 -2.9610
C 0.7716 -5.7013 -1.2075
C 0.3660 -4.2286 -1.1355
C -1.0059 -4.1486 -0.4614
C 0.2248 -3.6430 -2.5380
P 1.3839 -2.9431 -0.0575
C 1.4881 -4.0339 1.4289
C 2.4354 -5.0373 1.6176
C 2.4499 -5.8153 2.7624
C 1.4910 -5.6297 3.7399
C 0.5297 -4.6503 3.5606
C 0.5270 -3.8630 2.4230
C 3.2014 -2.9517 -0.7235
C 3.2309 -1.7447 -1.6662
C 4.1862 -2.6518 0.4103
C 3.6853 -4.1590 -1.5362
H -0.0654 -6.2861 -1.5998
H 1.0117 -6.0862 -0.2177
H 1.6210 -5.8630 -1.8655
H -1.7832 -4.5623 -1.1081
H -1.2471 -3.1085 -0.2435
H -1.0098 -4.7036 0.4754
H -0.5967 -4.1256 -3.0704
H 1.1239 -3.7815 -3.1340
H 0.0108 -2.5754 -2.4674
H 3.1899 -5.2263 0.8740
H 3.2184 -6.5690 2.8902
H 1.5020 -6.2413 4.6336
H -0.2157 -4.4960 4.3266
H -0.1930 -3.0695 2.3168
H 3.0036 -0.8457 -1.0963
H 2.4859 -1.8438 -2.4536
H 4.2182 -1.6352 -2.1247
H 3.7613 -1.8726 1.0377
H 5.1363 -2.3038 -0.0062
H 4.3900 -3.5154 1.0375
H 3.1279 -4.2443 -2.4659
H 3.6060 -5.1010 -1.0022
H 4.7391 -4.0149 -1.7932
*
```


No. 4
Computed, not measured: a cluster of 10 separate species, C27H41Cl8NO13 in total at a distorted geometry, with ωB97M-V/def2-TZVPD.

Output
- Strongest force on any atom: 0.1733 hartree/bohr
- Electronic energy: -156941.853 eV

The geometry in ORCA input format:
```
! RIJCOSX wB97M-V def2-TZVPD def2/J DEFGRID3
* xyz 0 1
C -0.6044 -4.3283 1.7834
C 0.3051 -3.0552 1.4759
C 0.3246 -3.0014 -0.1060
C 0.8350 -1.6160 -0.7013
C 0.1255 -0.4207 -0.1893
C -0.0991 -0.4362 1.3591
N -0.4157 -1.8483 1.9535
O -1.1812 -1.8925 3.0759
C -1.3013 0.5152 1.6162
C 1.1005 0.1512 2.0123
C 1.7502 -3.0394 2.0163
H -1.4392 -4.4077 1.0870
H -0.9027 -4.2298 2.8272
H -0.0858 -5.2850 1.7225
H -0.7061 -3.0718 -0.4536
H 0.9293 -3.8368 -0.4589
H 0.9383 -1.5281 -1.7829
H 1.8708 -1.4778 -0.3915
H -0.7306 -0.4711 -0.8621
H 0.5948 0.4821 -0.5800
H -1.5239 0.7698 2.6524
H -2.2016 0.0990 1.1643
H -1.2192 1.4258 1.0229
H 0.9977 0.1806 3.0971
H 1.2209 1.1505 1.5942
H 2.0462 -0.3625 1.8398
H 1.7923 -2.7986 3.0785
H 2.5114 -2.5661 1.3961
H 2.0392 -4.0750 1.8367
C -0.1037 2.6726 -2.7224
C 0.8277 3.8197 -3.0098
O 1.4418 3.7797 -4.1125
O 1.0768 4.7973 -2.2329
H -0.6076 2.7439 -1.7585
H 0.4504 1.7457 -2.8709
H -0.9078 2.8094 -3.4453
C -1.7852 7.3272 1.2152
C -1.2005 6.0712 1.0709
C -1.0204 5.0892 2.1271
O -0.3189 4.0656 1.9874
C -1.8432 5.4243 3.3712
C -2.4383 6.6459 3.4920
C -2.3251 7.7413 2.4866
O -2.6723 8.9050 2.7315
O -3.0562 7.0077 4.6009
O -0.8340 5.6790 -0.2118
H -1.9746 7.9754 0.3723
H -1.8217 4.7756 4.2344
H -3.2155 7.9544 4.5929
H -0.5455 4.7705 -0.3253
C 1.7918 -0.9420 -5.3018
C 2.6065 -1.9754 -5.3489
C 3.5372 -2.1380 -6.5171
O 4.4473 -2.9796 -6.6480
C 3.2823 -1.1590 -7.6313
C 2.4556 -0.1263 -7.5027
C 1.6015 0.0833 -6.2901
O 0.7899 1.0242 -6.2791
O 2.4966 0.8752 -8.4326
O 2.8065 -2.7842 -4.2264
H 1.3416 -0.6579 -4.3621
H 3.8414 -1.2757 -8.5480
H 1.6244 1.2519 -8.2950
H 3.5021 -3.4221 -4.4019
O -3.0266 3.3173 -0.6904
H -2.4112 2.7071 -1.0968
H -3.0035 4.0916 -1.2527
O -3.3616 -3.5763 3.1995
H -3.8413 -4.1505 3.7965
H -3.9503 -2.8358 3.0539
C 0.2534 -2.6625 6.9300
Cl 1.6639 -2.2633 5.8906
Cl -1.2566 -2.0250 6.3501
H 0.0214 -3.7262 6.8763
H 0.4164 -2.4393 7.9844
C 3.0811 2.5481 -0.4205
Cl 3.6988 0.9340 -0.2524
Cl 3.3148 3.4155 1.0890
H 3.7015 3.1050 -1.1225
H 2.0262 2.4611 -0.6808
C -4.9406 -1.5436 -0.7149
Cl -4.9504 -0.4764 -2.1315
Cl -3.2977 -2.2928 -0.4833
H -5.1199 -0.9436 0.1773
H -5.7431 -2.2804 -0.7502
C 1.2057 -8.0324 1.9886
Cl 1.2292 -8.5804 0.2801
Cl 2.2951 -6.7099 2.2544
H 0.2027 -7.7390 2.2982
H 1.5711 -8.9032 2.5329
*
```


No. 5
Computed, not measured: a structure of composition C27H41ClN2O6PReSSe, with ωB97M-V/def2-TZVPD.

Output
- Energy relative to the best compared isomer or geometry (same formula, charge and spin): 0.0000 eV
- Strongest force on any atom: 0.0019 hartree/bohr

The geometry in ORCA input format:
```
! RIJCOSX wB97M-V def2-TZVPD def2/J DEFGRID3
* xyz -1 4
Re -0.6233 1.7201 -0.5961
C 1.0138 -3.3336 3.9979
C 0.1773 -2.7412 2.8973
C -0.7258 -1.7104 3.1707
C -1.5315 -1.1907 2.1749
C -1.4150 -1.6745 0.8737
C -0.5053 -2.6747 0.5771
C 0.2725 -3.2168 1.5970
S -2.4679 -1.0212 -0.4022
O -1.9238 -1.4390 -1.6605
O -3.8183 -1.3878 -0.0551
N -2.3266 0.5922 -0.2749
C -3.2568 1.2687 0.6294
C -2.5162 2.2057 1.5873
O -3.1075 2.7401 2.5035
O -1.2580 2.3949 1.2934
H 1.4512 -2.5530 4.6230
H 1.8203 -3.9380 3.5856
H 0.4042 -3.9691 4.6450
H -0.8076 -1.3206 4.1793
H -2.2377 -0.4076 2.4184
H -0.3914 -3.0070 -0.4457
H 0.9789 -4.0046 1.3658
H -3.8630 0.5699 1.2024
H -3.9687 1.8856 0.0655
N 0.8552 0.5484 0.4638
C 2.1145 1.3174 0.6133
C 1.9890 2.7655 0.1641
O 2.8468 3.5767 0.4138
O 0.9154 3.0247 -0.5582
H 0.4657 0.3062 1.3731
H 1.1147 -0.3507 -0.0128
H 2.8612 0.8314 -0.0228
H 2.4841 1.2872 1.6358
C 3.9242 -6.6785 2.1044
C 3.5711 -5.4772 1.2672
C 2.9898 -5.6114 0.0138
C 2.6765 -4.5115 -0.7810
C 2.0504 -4.7386 -2.1275
C 2.9315 -3.2099 -0.3105
Se 2.4566 -1.7038 -1.3745
C 3.5107 -3.0648 0.9643
C 3.7469 -1.7050 1.5531
C 3.8306 -4.1889 1.7170
H 3.4479 -7.5794 1.7159
H 3.6049 -6.5504 3.1412
H 5.0033 -6.8529 2.1163
H 2.7681 -6.6061 -0.3626
H 1.8632 -5.8010 -2.2931
H 2.6978 -4.3625 -2.9227
H 1.1160 -4.1829 -2.2247
H 2.7901 -1.2103 1.7504
H 4.2911 -1.0653 0.8566
H 4.2973 -1.7764 2.4931
H 4.2814 -4.0500 2.6967
C -1.3178 5.4826 0.2352
C -2.4845 4.7887 -0.4668
P -1.9353 3.5358 -1.6809
C -0.8955 4.4609 -2.8573
C -1.5657 5.6682 -3.5047
C -3.4388 2.9893 -2.5840
C -4.6769 3.8717 -2.4501
H -1.7011 6.1716 0.9881
H -0.7093 6.0535 -0.4676
H -0.6743 4.7610 0.7340
H -3.1138 5.5148 -0.9863
H -3.1199 4.2907 0.2688
H -0.5841 3.7328 -3.6076
H 0.0032 4.7397 -2.3033
H -2.4472 5.3756 -4.0781
H -0.8753 6.1582 -4.1921
H -1.8735 6.4087 -2.7645
H -3.6434 1.9730 -2.2409
H -3.1374 2.8876 -3.6273
H -5.0133 3.9420 -1.4151
H -5.4945 3.4464 -3.0333
H -4.5012 4.8849 -2.8138
Cl -0.9656 1.0434 -3.8434
C 0.0841 0.7899 -2.3804
H 1.0716 1.1536 -2.6709
H 0.1397 -0.2924 -2.2739
*
```